{
  "formula": "C40H120N10O15",
  "method": "ωB97M-V/def2-TZVPD",
  "e_above_lowest_kj_mol": 13.74,
  "orbital_gap_ev": 9.0,
  "e_homo_ha": -0.319,
  "symbols": ["O", "H", "H", "O", "H", "H", "O", "H", "H", "O", "H", "H", "O", "H", "H", "C", "C", "C", "O", "C", "N", "H", "H", "H", "H", "H", "H", "H", "H", "H", "H", "H", "C", "C", "C", "O", "C", "N", "H", "H", "H", "H", "H", "H", "H", "H", "H", "H", "H", "C", "C", "C", "O", "C", "N", "H", "H", "H", "H", "H", "H", "H", "H", "H", "H", "H", "C", "C", "C", "O", "C", "N", "H", "H", "H", "H", "H", "H", "H", "H", "H", "H", "H", "C", "C", "C", "O", "C", "N", "H", "H", "H", "H", "H", "H", "H", "H", "H", "H", "H", "C", "C", "C", "O", "C", "N", "H", "H", "H", "H", "H", "H", "H", "H", "H", "H", "H", "C", "C", "C", "O", "C", "N", "H", "H", "H", "H", "H", "H", "H", "H", "H", "H", "H", "C", "C", "C", "O", "C", "N", "H", "H", "H", "H", "H", "H", "H", "H", "H", "H", "H", "C", "C", "C", "O", "C", "N", "H", "H", "H", "H", "H", "H", "H", "H", "H", "H", "H", "C", "C", "C", "O", "C", "N", "H", "H", "H", "H", "H", "H", "H", "H", "H", "H", "H"],
  "positions_angstrom": [[20.236248, -16.542705, -8.295547], [20.394725, -16.547190, -7.339044], [20.770786, -17.307795, -8.657168], [17.805945, -15.549943, -9.273478], [18.650769, -15.930882, -8.903804], [17.639544, -14.756713, -8.749034], [22.587155, -14.488130, -8.377437], [21.981656, -15.237977, -8.462005], [22.575861, -14.134097, -9.323050], [15.072349, -16.442098, -10.415938], [16.039559, -16.470878, -10.319871], [14.914616, -15.929612, -11.238159], [23.200081, -10.491015, -11.101395], [23.917431, -10.741598, -10.470696], [22.439253, -10.301273, -10.519695], [26.951851, -10.528521, -16.252974], [27.019031, -10.840270, -14.731083], [27.105505, -12.330515, -14.513214], [26.043219, -13.013363, -15.185240], [24.746758, -12.740197, -14.732875], [28.177318, -10.109529, -14.086269], [26.713096, -9.474889, -16.399572], [26.154596, -11.105281, -16.736105], [27.900353, -10.792676, -16.723936], [26.086640, -10.458021, -14.296242], [27.096386, -12.621907, -13.450193], [28.021425, -12.742827, -14.955131], [24.400436, -11.707023, -14.873515], [24.569813, -13.015747, -13.681950], [24.125059, -13.359162, -15.384070], [28.061607, -9.142444, -14.384479], [29.017374, -10.448716, -14.562481], [19.869269, -22.421571, -16.787968], [19.068747, -21.877725, -15.649110], [19.753004, -20.611737, -15.190919], [19.049335, -20.084563, -14.109468], [19.684040, -18.995645, -13.515476], [17.684772, -21.627057, -16.081419], [19.437911, -23.356915, -17.162873], [20.900346, -22.678197, -16.536602], [19.857765, -21.746134, -17.649513], [19.089598, -22.601580, -14.832248], [19.782875, -19.894336, -16.031778], [20.795840, -20.776217, -14.865055], [19.450410, -18.099216, -14.086931], [20.764164, -19.173050, -13.428772], [19.319610, -18.976874, -12.490366], [17.273693, -20.970511, -15.394668], [17.646780, -21.027725, -16.913737], [14.392949, -16.277140, -15.038967], [13.170153, -15.617783, -14.449253], [13.498200, -14.360840, -13.684853], [14.357553, -14.674651, -12.671990], [15.105946, -13.554404, -12.222663], [12.200928, -15.304697, -15.524366], [14.169121, -17.129837, -15.688860], [15.104495, -16.559689, -14.264121], [14.889306, -15.591369, -15.741851], [12.669142, -16.277931, -13.713444], [12.542069, -13.961108, -13.315219], [13.909778, -13.629244, -14.390936], [15.910064, -13.894542, -11.570921], [14.437096, -12.963248, -11.575177], [15.452550, -12.941539, -13.050765], [11.377363, -14.772047, -15.250846], [11.812748, -16.149815, -15.931572], [21.718808, -14.043870, -16.613492], [20.749728, -14.948939, -17.357120], [19.343463, -14.322453, -17.434495], [18.566089, -15.023669, -18.363709], [17.333654, -14.410340, -18.654298], [21.298011, -15.150157, -18.742261], [21.381327, -13.980554, -15.578395], [21.811817, -13.031423, -17.017545], [22.705537, -14.503739, -16.625215], [20.742891, -15.932677, -16.877981], [19.495466, -13.323272, -17.871572], [18.882837, -14.246398, -16.444793], [16.513507, -14.948124, -18.156102], [17.189583, -14.464667, -19.729374], [17.287807, -13.391792, -18.262805], [20.599552, -15.707535, -19.247119], [21.175218, -14.255782, -19.241811], [14.854864, -10.836814, -15.513877], [15.971934, -11.489416, -16.299118], [17.165535, -10.551953, -16.514261], [18.307445, -11.280250, -16.813183], [19.356770, -10.435632, -17.169922], [16.296394, -12.788816, -15.684302], [15.130043, -10.844940, -14.457227], [13.955254, -11.445492, -15.613620], [14.608977, -9.855104, -15.914686], [15.605234, -11.724602, -17.309324], [17.330233, -9.876107, -15.652082], [16.956133, -9.871142, -17.357231], [19.654186, -9.806442, -16.321615], [19.139712, -9.871409, -18.083415], [20.232679, -11.050751, -17.402459], [16.605231, -12.701604, -14.716390], [17.099591, -13.183073, -16.166835], [30.485489, -14.266590, -12.419999], [29.977014, -14.812074, -11.089817], [28.719059, -15.599416, -11.291332], [27.777822, -14.799195, -11.919483], [26.780568, -15.561433, -12.477187], [31.019546, -15.745225, -10.555657], [31.319613, -13.576379, -12.347816], [29.661968, -13.795986, -12.962943], [30.751322, -15.144695, -13.021134], [29.845796, -14.009775, -10.348933], [28.334147, -15.906716, -10.303498], [28.990590, -16.519438, -11.828707], [27.204811, -16.285441, -13.180378], [26.089138, -14.905728, -13.000752], [26.210352, -16.101370, -11.707787], [31.917589, -15.273249, -10.591023], [30.847621, -15.961820, -9.575779], [22.370320, -15.837931, -11.544400], [21.406698, -14.708107, -11.769840], [19.967348, -15.100608, -11.502698], [19.433439, -15.768242, -12.596606], [18.036789, -15.936735, -12.437997], [21.759621, -13.538601, -10.965965], [22.427965, -16.199339, -10.511951], [23.386270, -15.561707, -11.826265], [22.063750, -16.700319, -12.149071], [21.474604, -14.484240, -12.839567], [19.374179, -14.187300, -11.323427], [19.911604, -15.681266, -10.570314], [17.827736, -16.605716, -11.590009], [17.676268, -16.435819, -13.335966], [17.518152, -14.986435, -12.271413], [20.914390, -12.946301, -10.883482], [22.449684, -12.975129, -11.464322], [20.379118, -19.691451, -9.578099], [21.904742, -19.669405, -9.642178], [22.370332, -19.414071, -11.031333], [23.751618, -19.471203, -11.079032], [24.249559, -19.280119, -12.385775], [22.407580, -18.550108, -8.777560], [19.838213, -19.059868, -10.280873], [20.024483, -19.499465, -8.564415], [20.006877, -20.712079, -9.760617], [22.287199, -20.616268, -9.248481], [21.979692, -18.481234, -11.462858], [21.975208, -20.191848, -11.713833], [23.894462, -18.321644, -12.811225], [23.908351, -20.060007, -13.092350], [25.333887, -19.288752, -12.360674], [22.245406, -18.723012, -7.791990], [23.418470, -18.512259, -8.927593], [19.769133, -9.856726, -7.786509], [20.050934, -10.866254, -8.873100], [19.780311, -10.347062, -10.270215], [19.826868, -11.394881, -11.232598], [19.170034, -11.091705, -12.454183], [21.573822, -11.179855, -8.732588], [19.664866, -10.405141, -6.850126], [18.812401, -9.319022, -7.894162], [20.509027, -9.062591, -7.755721], [19.592379, -11.861717, -8.745508], [20.494804, -9.538973, -10.503613], [18.796302, -9.843521, -10.310558], [19.180597, -10.041065, -12.781482], [18.079583, -11.312910, -12.365709], [19.527862, -11.708630, -13.280860], [21.737022, -11.482623, -7.771359], [21.744502, -12.034667, -9.263248], [25.537216, -8.331408, -10.362904], [26.692453, -9.259666, -10.446407], [26.427769, -10.631520, -10.987986], [25.706897, -11.366837, -10.038114], [25.735767, -12.790307, -10.246345], [27.741139, -8.596985, -11.213651], [25.154457, -8.142812, -11.376166], [25.823619, -7.382956, -9.912388], [24.674004, -8.717963, -9.821681], [27.142930, -9.420277, -9.460204], [27.384405, -11.139883, -11.177562], [25.906121, -10.560126, -11.957802], [26.724321, -13.206068, -9.979447], [25.574108, -13.023086, -11.308989], [25.029885, -13.241064, -9.549530], [27.323552, -8.017353, -11.941420], [28.372251, -9.200098, -11.734678]],
  "forces_ev_per_a": [[0.6, -0.8, 0.0], [-0.1, 0.0, -0.3], [-0.2, 0.9, 0.4], [0.7, -0.2, 0.5], [-0.9, 0.4, -0.3], [0.0, -0.2, -0.1], [0.1, 0.3, -1.2], [0.0, 0.1, 0.2], [-0.2, -0.3, 1.2], [0.3, 0.4, -0.7], [-0.4, 0.1, 0.2], [0.0, -0.5, 0.6], [0.1, -0.1, 0.4], [-0.5, 0.1, -0.5], [0.6, -0.2, -0.1], [-0.4, -0.4, 0.6], [0.5, 1.1, -0.6], [-0.3, -0.6, 0.2], [0.7, 0.2, 0.1], [-0.6, -0.3, -0.3], [-0.9, -0.9, -0.7], [0.2, 0.1, -0.1], [0.2, 0.0, 0.1], [0.0, 0.1, -0.1], [0.3, 0.0, 0.2], [0.1, 0.3, -0.1], [-0.1, 0.1, 0.0], [0.3, 0.0, 0.0], [0.2, 0.0, -0.1], [-0.2, 0.0, 0.3], [0.2, -0.1, 0.2], [-0.1, 0.2, 0.2], [0.1, -1.1, -1.1], [0.2, 0.5, -0.4], [0.4, 0.3, 0.0], [-0.5, -0.5, 0.2], [0.0, -0.2, 0.4], [-0.5, 1.0, 0.7], [-0.1, 0.1, 0.1], [0.0, 0.3, 0.1], [0.2, 0.1, 0.2], [-0.3, 0.1, 0.1], [0.0, 0.0, 0.1], [-0.1, -0.2, -0.2], [0.3, 0.4, 0.3], [0.0, 0.2, -0.3], [-0.2, 0.6, 0.0], [0.1, -0.8, -0.1], [0.5, -0.5, 0.0], [0.4, 0.2, -0.8], [-1.5, -0.7, 0.0], [-1.4, 0.3, -1.6], [1.8, 0.0, 1.0], [-1.0, 0.0, 1.0], [0.0, 0.1, -0.4], [-0.3, -0.2, 0.5], [-0.1, -0.1, 0.0], [0.0, 0.2, 0.4], [0.5, -0.1, -0.1], [0.1, 0.2, 0.2], [0.2, 0.0, 0.1], [0.1, -0.1, -0.3], [0.2, 0.3, -0.2], [0.1, 0.0, -0.1], [0.4, 0.0, 0.4], [0.3, 0.0, 0.1], [-0.2, -0.4, 0.5], [0.3, 0.4, -1.4], [1.1, 0.2, -0.4], [0.0, -0.6, 0.2], [-0.5, -0.4, 0.5], [-1.1, 0.2, 0.0], [0.1, 0.2, 0.2], [-0.2, -0.1, -0.2], [0.0, 0.0, 0.0], [-0.2, 0.1, 0.0], [-0.1, 0.2, 0.5], [-0.1, 0.0, 0.1], [0.1, 0.0, -0.1], [-0.1, 0.3, -0.1], [0.2, 0.2, -0.4], [0.4, -0.2, 0.3], [0.4, -0.2, 0.4], [-0.2, -0.5, -0.3], [0.2, -0.5, -0.3], [-0.7, 0.8, 0.2], [0.2, -0.6, 0.0], [1.1, -0.3, -0.1], [0.3, 0.2, -0.1], [-0.1, 0.5, 0.0], [0.0, 0.0, 0.1], [0.2, 0.2, 0.3], [0.0, -0.1, 0.2], [0.1, -0.3, 0.1], [-0.2, -0.1, 0.1], [-0.2, 0.3, -0.2], [-0.2, 0.3, 0.2], [-0.2, -0.1, 0.1], [-0.1, 0.3, -0.2], [-0.2, 0.0, 0.0], [-0.8, -0.5, -0.3], [1.7, 0.1, 0.6], [0.4, -0.3, 1.2], [0.4, 0.7, -0.1], [-1.1, -0.5, -0.4], [-0.4, 0.2, -0.1], [0.1, 0.0, 0.1], [0.2, 0.2, 0.2], [0.3, 0.2, 0.0], [-0.4, 0.1, -0.4], [0.0, -0.2, -0.1], [-0.3, 0.2, -0.3], [-0.2, -0.1, -0.1], [0.0, 0.1, -0.2], [0.0, -0.1, 0.0], [-0.1, -0.1, 0.0], [0.0, 0.1, -0.2], [0.3, -0.9, 0.1], [0.1, 0.0, -0.4], [0.3, 0.8, 0.8], [-0.4, -0.3, -0.4], [0.1, -0.8, 0.0], [-0.4, 0.4, 0.0], [-0.2, 0.2, 0.0], [0.1, 0.1, -0.1], [0.1, 0.3, -0.1], [-0.2, 0.2, -0.1], [0.1, 0.0, 0.0], [-0.1, -0.1, -0.3], [0.0, 0.2, -0.1], [-0.1, 0.2, -0.1], [0.2, -0.1, -0.1], [0.9, -0.3, -0.2], [-0.2, 0.1, 0.2], [-0.4, -1.3, 0.3], [-0.6, 1.0, 1.4], [-0.6, -0.9, -1.3], [1.2, 0.2, -0.1], [-0.4, 0.2, -0.5], [0.0, -0.3, -0.8], [0.3, 0.4, 0.0], [0.1, 0.3, 0.0], [0.2, 0.2, -0.2], [0.1, -0.1, -0.4], [0.1, 0.1, 0.5], [-0.1, -0.1, 0.3], [0.2, -0.2, 0.2], [0.0, 0.0, 0.4], [0.1, 0.0, 0.1], [0.1, -0.3, 0.0], [-0.3, 0.3, 0.2], [-1.4, 0.1, 0.1], [2.5, -1.0, -0.1], [-0.5, 0.6, -0.1], [0.0, 0.6, -0.3], [-1.4, -0.1, -0.1], [-1.5, 0.1, -0.4], [0.4, 0.3, 0.2], [0.1, -0.4, -0.3], [0.4, -0.3, 0.2], [-0.7, 0.7, 0.1], [0.1, -0.3, -0.1], [0.1, -0.4, 0.1], [0.6, -0.1, 0.4], [0.5, 0.0, 0.1], [0.4, -0.1, 0.3], [-0.1, 0.2, -0.1], [0.1, 0.1, 0.1], [-1.2, 0.4, -0.2], [1.8, -0.2, 0.4], [0.2, -0.4, -0.6], [-0.7, -0.9, 0.3], [0.8, 0.6, 0.2], [0.2, 0.9, -0.9], [0.1, 0.1, 0.1], [0.1, 0.0, 0.0], [0.2, -0.1, 0.2], [-0.4, 0.0, 0.2], [0.0, 0.1, 0.0], [-0.1, -0.2, 0.1], [-0.1, 0.3, -0.2], [-0.3, -0.1, 0.3], [-0.3, 0.1, -0.4], [0.0, -0.1, 0.2], [-0.2, -0.3, 0.4]]
}